Entry 1:
ORCA calculation (ωB97M-V with the def2-TZVPD basis set) on 10 unconnected molecules or ions with the total composition C20H60O10S10 in a non-equilibrium geometry.

The geometry in ORCA input format:
```
! RIJCOSX wB97M-V def2-TZVPD def2/J DEFGRID3
* xyz 0 1
C 4.3635 5.8871 17.2765
S 5.4382 4.3150 17.3288
O 5.5887 4.0052 18.8142
C 4.1104 3.1433 16.8298
H 4.1028 6.0039 16.2246
H 4.8956 6.8047 17.5275
H 3.4480 5.8776 17.8680
H 4.1965 2.2725 17.4796
H 4.2506 2.7261 15.8326
H 3.0685 3.4622 16.8587
C 7.1257 10.2400 16.0175
S 6.4078 9.5135 14.5428
O 5.0248 8.9228 14.8372
C 6.0832 10.9668 13.5190
H 7.5529 9.5873 16.7787
H 6.4451 11.0108 16.3792
H 7.9298 10.8309 15.5790
H 5.7831 11.6883 14.2789
H 5.2610 10.9506 12.8036
H 6.9855 11.4504 13.1446
C 1.6378 2.1809 22.5789
S 3.1303 3.0573 23.2452
O 4.1673 1.9293 23.5185
C 3.7210 3.8026 21.6237
H 1.9924 1.5862 21.7371
H 0.9816 2.9583 22.1875
H 1.0635 1.5386 23.2466
H 2.8670 4.4311 21.3714
H 4.0170 3.0950 20.8491
H 4.5556 4.4824 21.7951
C 10.9123 9.2062 19.2168
S 10.8427 10.9400 18.5007
O 12.1402 11.6327 18.8902
C 9.4404 11.4429 19.6071
H 10.0192 8.6133 19.0191
H 10.9430 9.2881 20.3032
H 11.8113 8.6398 18.9736
H 8.5197 10.9440 19.3045
H 9.3401 12.5209 19.4807
H 9.6741 11.2168 20.6474
C 11.4068 5.6168 18.7835
S 10.1330 4.6572 19.6686
O 10.7195 3.3096 19.9994
C 10.2501 5.6911 21.1858
H 11.5274 5.3148 17.7431
H 12.4210 5.5308 19.1734
H 11.1619 6.6748 18.6901
H 9.5307 5.3421 21.9266
H 9.9084 6.6406 20.7736
H 11.2855 5.6777 21.5260
C 9.5864 11.7635 24.8754
S 10.7230 10.6607 24.0182
O 11.8871 10.1814 24.9147
C 9.6289 9.2218 23.8259
H 8.8491 11.2452 25.4885
H 9.0020 12.4385 24.2501
H 10.1556 12.4992 25.4437
H 9.3554 8.9855 24.8542
H 10.1094 8.4266 23.2558
H 8.6685 9.4753 23.3772
C 9.9616 7.9184 15.1942
S 9.4548 6.4734 16.2045
O 8.6614 6.9598 17.4036
C 8.1658 5.7509 15.0676
H 10.4401 8.6416 15.8546
H 9.1182 8.3125 14.6271
H 10.7838 7.5941 14.5563
H 7.2403 6.2996 14.8928
H 7.8299 4.8709 15.6161
H 8.5244 5.4957 14.0704
C 6.7479 12.6638 21.5626
S 6.4593 13.4683 19.9549
O 6.2633 12.2624 19.0188
C 4.8340 14.3108 20.2342
H 5.8094 12.3017 21.9824
H 7.0851 13.4159 22.2759
H 7.5676 11.9456 21.5452
H 4.3671 14.5419 19.2767
H 4.9606 15.2228 20.8176
H 4.0812 13.7274 20.7644
C 6.8262 6.3631 20.1398
S 6.9216 7.9419 21.0825
O 8.3923 8.3447 21.1704
C 6.1830 9.0914 19.8716
H 7.0762 6.4434 19.0819
H 5.8215 5.9448 20.2004
H 7.5223 5.6414 20.5675
H 6.0198 10.0918 20.2724
H 5.1436 8.8243 19.6806
H 6.8908 9.0762 19.0429
C 8.3624 1.5826 18.0159
S 7.0756 1.1908 19.2558
O 7.3690 -0.2331 19.6921
C 7.4350 2.3391 20.6879
H 9.3074 1.7523 18.5319
H 7.9268 2.3044 17.3249
H 8.5210 0.6189 17.5320
H 6.6814 2.2598 21.4715
H 7.4441 3.4010 20.4423
H 8.3983 2.1313 21.1539
*
```

Summary:
Calculated total energy   -5531.8587 hartree
LUMO level   -0.0020 hartree

---

Entry 2:
ORCA calculation (ωB97M-V with the def2-TZVPD basis set) on 4 unconnected molecules or ions with the total composition C20H61ClFN9O5P5 in a non-equilibrium geometry.

The geometry in ORCA input format:
```
! RIJCOSX wB97M-V def2-TZVPD def2/J DEFGRID3
* xyz 1 1
C 3.4016 -9.0281 5.6277
O 2.6075 -8.1435 4.8068
C 2.6638 -6.8110 5.1869
P 1.2036 -6.4684 6.2756
F 0.9812 -4.9493 6.3273
P -0.6945 -7.3670 5.5545
O -0.6049 -8.8089 6.3067
Cl -0.3802 -7.6925 3.5420
H 4.0549 -8.5091 6.3336
H 2.7208 -9.7210 6.1298
H 4.0369 -9.6030 4.9501
H 2.5667 -6.1520 4.3108
H 3.5867 -6.5128 5.6993
H 1.4748 -6.8930 7.5917
H -1.1427 -9.4709 5.8379
O 4.1746 -3.6952 3.3719
P 5.3209 -2.8336 2.8487
N 6.2607 -2.7881 4.3057
C 5.6623 -2.3208 5.5442
C 6.9258 -4.0603 4.5499
N 4.4177 -1.4149 2.5555
C 4.5701 -0.1699 3.2723
C 3.0249 -1.5988 2.1624
N 6.6662 -2.0893 1.9332
C 6.9667 -2.8364 0.6997
C 7.9095 -1.6124 2.5215
H 6.4115 -2.3258 6.3400
H 4.8125 -2.9358 5.8694
H 5.3333 -1.2869 5.4634
H 7.4345 -4.4076 3.6434
H 6.2159 -4.8416 4.8556
H 7.6900 -3.9544 5.3226
H 3.9939 -0.1691 4.2072
H 4.2122 0.6645 2.6634
H 5.6124 0.0540 3.5025
H 2.3760 -1.7736 3.0324
H 2.9196 -2.4445 1.4865
H 2.6551 -0.7210 1.6287
H 7.4685 -3.7861 0.9134
H 7.5974 -2.2513 0.0297
H 6.0398 -3.0574 0.1599
H 8.5754 -2.4258 2.8325
H 7.7355 -0.9618 3.3730
H 8.4403 -1.0130 1.7765
O 1.4628 0.1978 -1.3049
P 0.3555 0.7240 -2.2058
N 0.2617 2.3255 -1.5587
C 0.0352 2.5259 -0.1365
C 1.3993 3.1358 -1.9782
N -0.8895 -0.3228 -1.6602
C -2.0664 0.0960 -0.9355
C -0.4771 -1.6493 -1.2236
N -0.7182 1.1840 -3.5609
C -0.1581 0.7797 -4.8605
C -1.3734 2.4771 -3.6985
H -0.0325 3.5955 0.0773
H 0.8298 2.1011 0.4887
H -0.9190 2.1073 0.1779
H 1.5552 3.0460 -3.0598
H 2.3265 2.8283 -1.4797
H 1.2174 4.1922 -1.7694
H -1.8681 0.1855 0.1415
H -2.8716 -0.6342 -1.0632
H -2.4639 1.0446 -1.2982
H -0.0982 -1.6423 -0.1917
H 0.3062 -2.0452 -1.8667
H -1.3179 -2.3459 -1.2780
H 0.6910 1.4088 -5.1498
H -0.9131 0.8294 -5.6466
H 0.1912 -0.2576 -4.8132
H -0.6776 3.2784 -3.9765
H -1.8985 2.7712 -2.7959
H -2.1330 2.4115 -4.4833
O -4.5808 4.0473 -2.9641
P -5.6158 4.5179 -3.9801
N -5.7341 6.1480 -3.4062
C -6.0510 6.4105 -2.0103
C -4.5614 6.9300 -3.7813
N -6.8980 3.4997 -3.4745
C -8.1151 3.9485 -2.8403
C -6.5209 2.1883 -2.9621
N -6.6191 4.9470 -5.4042
C -5.9969 4.5050 -6.6626
C -7.2589 6.2373 -5.6143
H -6.1199 7.4889 -1.8461
H -5.3049 6.0059 -1.3174
H -7.0283 6.0139 -1.7421
H -4.3347 6.7939 -4.8457
H -3.6734 6.6349 -3.2095
H -4.7439 7.9958 -3.6284
H -7.9834 4.0775 -1.7579
H -8.9143 3.2166 -2.9905
H -8.4840 4.8838 -3.2621
H -6.2070 2.2339 -1.9106
H -5.7012 1.7653 -3.5399
H -7.3601 1.4930 -3.0421
H -5.1308 5.1224 -6.9256
H -6.7107 4.5359 -7.4871
H -5.6564 3.4680 -6.5687
H -6.5483 7.0289 -5.8795
H -7.8266 6.5579 -4.7465
H -7.9753 6.1426 -6.4363
*
```

Summary:
Calculated total energy   -3934.0089 hartree
LUMO level   -0.1519 hartree

---

Entry 3:
ORCA calculation (ωB97M-V with the def2-TZVPD basis set) on 10 unconnected molecules or ions with the total composition C20H61ClN11O13 in a non-equilibrium geometry.

The geometry in ORCA input format:
```
! RIJCOSX wB97M-V def2-TZVPD def2/J DEFGRID3
* xyz -1 1
Cl -15.0892 7.0394 17.6220
O -14.3576 6.8530 18.8728
O -14.0507 6.9170 16.6092
O -15.9960 5.9673 17.4304
O -15.7949 8.3099 17.5642
C -12.9634 11.3935 17.5113
C -14.0539 11.3870 18.6075
O -15.1266 12.2650 18.4141
H -11.9960 11.6741 17.9312
H -13.0579 12.0672 16.6592
H -12.8100 10.3664 17.1800
H -13.5749 11.7188 19.5338
H -14.3690 10.3869 18.9152
H -15.1996 12.4849 17.4825
C -19.7352 7.5698 17.5313
C -19.6601 6.0380 17.8143
O -20.9438 5.4867 17.4585
H -20.5727 8.1425 17.9323
H -19.6685 7.7849 16.4642
H -18.8842 8.0972 17.9685
H -19.4831 5.8815 18.8797
H -18.7513 5.6793 17.3339
H -21.6506 5.9920 17.8645
C -17.9106 4.4083 20.9540
O -18.3093 5.3942 21.5235
N -17.8125 3.2316 21.5496
N -17.5202 4.2742 19.6879
H -18.2126 3.1594 22.4712
H -17.4800 2.4135 21.0712
H -16.9330 3.5033 19.4187
H -17.3594 5.1265 19.1704
C -19.0833 11.2801 18.3471
O -19.9189 12.1839 18.2079
N -18.8011 10.7922 19.5892
N -18.3827 10.7765 17.3893
H -17.9667 10.2498 19.7552
H -19.3355 11.1797 20.3477
H -17.6689 10.0987 17.6089
H -18.5381 11.0660 16.4387
C -16.5310 3.1113 14.9156
O -16.7129 2.0336 14.4074
N -15.4000 3.4257 15.5584
N -17.4552 4.0791 14.9606
H -14.8395 2.6343 15.8244
H -15.2509 4.3896 15.8107
H -17.1955 4.8122 15.6012
H -18.2292 4.0019 14.3243
C -10.5265 8.6917 18.6477
O -9.6687 9.4492 19.1252
N -11.5288 8.1367 19.3076
N -10.7155 8.6112 17.3149
H -11.4341 8.3684 20.2855
H -12.3986 7.8071 18.9220
H -11.5581 8.1410 17.0226
H -10.0422 8.9555 16.6534
C -13.4301 6.4172 22.0401
C -14.3486 5.1770 22.1556
C -13.6763 3.8749 22.3735
O -12.4360 3.7610 21.5806
C -12.4850 3.9908 20.1794
N -15.4211 5.3304 23.1416
H -12.4422 6.3497 21.5919
H -13.3287 7.0042 22.9596
H -13.9945 7.2200 21.5577
H -14.8730 5.1290 21.1979
H -14.3556 3.0565 22.1207
H -13.3312 3.6512 23.3821
H -13.3561 3.4433 19.8072
H -11.6058 3.5642 19.6968
H -12.5637 5.0200 19.8252
H -15.4159 6.2453 23.5748
H -16.3011 5.3461 22.6419
C -14.0916 11.8364 9.7907
C -14.2273 10.7678 10.8695
C -14.5643 11.3542 12.2899
O -15.0966 10.2683 13.0716
C -15.0605 10.4902 14.4713
N -15.3018 9.8577 10.4628
H -13.0221 12.0539 9.8276
H -14.5990 12.7747 10.0245
H -14.4528 11.5934 8.7934
H -13.4250 10.0288 10.8870
H -15.1992 12.2362 12.1997
H -13.5864 11.5890 12.7185
H -15.6948 9.7388 14.9387
H -15.5452 11.4189 14.7945
H -14.0461 10.6173 14.8526
H -16.1726 10.3783 10.5064
H -15.4281 9.1799 11.2054
C -17.5145 12.1401 23.1012
C -16.2730 12.1384 22.2149
C -15.8228 10.6769 22.0353
O -16.8789 9.9324 21.4843
C -16.5946 8.5281 21.3513
N -16.6499 12.8436 20.9779
H -17.9361 13.1315 23.2758
H -17.3360 11.7820 24.1170
H -18.3043 11.5691 22.6140
H -15.4849 12.6920 22.7272
H -15.4649 10.2168 22.9612
H -14.9565 10.6600 21.3645
H -15.6958 8.5102 20.7318
H -17.4100 7.9459 20.9261
H -16.4041 8.1633 22.3629
H -17.3233 12.3324 20.4168
H -15.8553 12.6146 20.3852
*
```

Summary:
Calculated total energy   -2839.1107 hartree
LUMO level   0.0818 hartree

---

Entry 4:
ORCA calculation (ωB97M-V with the def2-TZVPD basis set) on a molecular structure, C20H62CrHg2O16S in a non-equilibrium geometry.

The geometry in ORCA input format:
```
! RIJCOSX wB97M-V def2-TZVPD def2/J DEFGRID3
* xyz 2 5
Hg -3.2977 1.1388 0.8275
Hg -3.0481 0.1503 -3.1951
Cr -2.7897 -2.4585 -0.2429
S -0.6727 0.0785 -0.8615
O 0.7463 -0.0534 -0.6549
O -1.0796 0.3168 -2.2699
O -1.2639 -1.2019 -0.4435
O -1.3002 1.1302 -0.0381
O -3.5539 -1.7207 -2.1439
H -2.9655 -2.3284 -2.6221
O -3.9297 -0.9538 0.7288
H -4.4836 -1.1771 1.4794
C 2.5831 -2.6008 3.6643
C 2.1376 -1.6973 2.5417
O 1.1650 -2.4110 1.7645
H 3.0392 -3.5136 3.2736
H 1.8010 -2.9562 4.3339
H 3.3443 -2.0822 4.2488
H 2.9438 -1.2605 1.9504
H 1.5828 -0.8440 2.9566
H 0.9202 -1.9734 0.9410
C 3.2280 -4.3282 -1.7501
C 2.9834 -2.8392 -1.5531
O 1.5539 -2.7535 -1.3046
H 2.8876 -4.8431 -0.8570
H 4.2977 -4.4819 -1.9056
H 2.7363 -4.5908 -2.6854
H 3.2629 -2.2083 -2.3961
H 3.4861 -2.4514 -0.6630
H 1.2063 -1.8645 -1.4381
C -0.5619 -6.0555 -1.9553
C -1.5147 -4.8774 -2.0431
O -1.2612 -3.8749 -1.0579
H 0.4601 -5.6884 -1.9943
H -0.8745 -6.8128 -2.6777
H -0.7631 -6.6488 -1.0573
H -2.5218 -5.3025 -2.0385
H -1.4419 -4.4212 -3.0369
H -0.3079 -3.6448 -0.9801
C -0.2753 3.0561 -5.3886
C -0.5811 1.5602 -5.3436
O -1.9506 1.4184 -4.8627
H 0.6687 3.2791 -5.8886
H -0.1774 3.4828 -4.3909
H -1.0583 3.5697 -5.9504
H 0.0048 1.0749 -4.5644
H -0.4534 1.1008 -6.3223
H -2.5136 1.7582 -5.5750
C -0.8481 0.7011 4.8716
C -1.6753 0.0361 3.7891
O -1.9311 1.0038 2.7405
H 0.0269 1.2600 4.5286
H -0.4796 -0.0408 5.5825
H -1.3950 1.4512 5.4466
H -2.6296 -0.2817 4.2052
H -1.1980 -0.8393 3.3462
H -1.0898 1.4519 2.5219
C 2.4911 3.1259 2.9350
C 2.2337 2.2451 1.7327
O 0.8666 1.9055 1.5624
H 3.5204 3.1758 3.2853
H 1.9834 2.6653 3.7904
H 2.1145 4.1464 2.8451
H 2.7660 1.3133 1.9750
H 2.6090 2.6287 0.7778
H 0.7557 1.2591 0.8510
C -1.7207 4.4929 3.0075
C -3.0873 4.1669 2.4037
O -2.9408 3.3352 1.2330
H -1.3463 3.5611 3.4352
H -1.7926 5.2336 3.7977
H -1.0604 4.7606 2.1827
H -3.5277 5.1217 2.1088
H -3.7103 3.6212 3.1080
H -2.1267 3.6241 0.7349
C 0.3437 5.6684 -1.6448
C 0.2735 4.5450 -0.6078
O -1.0846 4.0575 -0.5789
H -0.2243 5.3928 -2.5444
H 1.3251 5.8662 -2.0753
H -0.2214 6.5390 -1.3161
H 0.4783 4.9642 0.3801
H 0.9331 3.6900 -0.7566
H -1.0585 3.2037 -1.0221
C -2.0246 -4.6276 3.5629
C -1.5510 -4.4519 2.1199
O -1.6865 -3.0813 1.6382
H -1.8215 -5.6745 3.8100
H -3.0772 -4.4242 3.7353
H -1.3900 -4.1164 4.2911
H -2.3328 -4.9443 1.5319
H -0.5829 -4.9176 1.9608
H -0.7562 -2.7841 1.6898
C 3.1426 1.6260 -4.2176
C 2.6240 1.7646 -2.7904
O 3.0081 0.6771 -1.9889
H 3.1360 0.5961 -4.5774
H 4.1658 1.9872 -4.3313
H 2.5659 2.1905 -4.9552
H 1.5190 1.7794 -2.8424
H 2.8396 2.7564 -2.3753
H 2.2509 0.3983 -1.4519
*
```

Summary:
Calculated total energy   -3751.9592 hartree
LUMO level (spin up / spin down)   -0.3054 / -0.3055 hartree